No. 1
19
Properties=species:S:1:pos:R:3 method="wB97M-V/def2-TZVPD" smiles="[NH3+]/C=C/CCCO" total_charge=+1 e_above_lowest_ev=2.076 orbital_gap_ev=9.95 e_lumo_ha=-0.136
N -1.012 -2.236 1.305
C -0.644 -0.809 1.576
C 0.224 -0.163 0.811
C 0.442 1.328 0.855
C 0.408 1.820 -0.621
C 0.772 0.835 -1.775
O 0.012 -0.412 -1.813
H -1.707 -2.779 1.818
H -0.215 -2.879 1.283
H -1.370 -2.226 0.341
H -1.405 -0.302 2.154
H 0.899 -0.857 0.311
H 1.397 1.590 1.286
H -0.381 1.644 1.503
H 1.106 2.660 -0.662
H -0.489 2.285 -1.038
H 1.843 0.708 -1.908
H 0.391 1.334 -2.667
H -0.843 -0.056 -1.511


No. 2
19
Properties=species:S:1:pos:R:3 method="wB97M-V/def2-TZVPD" smiles="C=CC[C@@H]([NH3+])CO" total_charge=+1 e_above_lowest_ev=0.749 orbital_gap_ev=10.28 e_lumo_ha=-0.124
C -1.882 0.295 2.060
C -0.900 1.001 1.534
C 0.396 0.429 1.012
C 0.325 0.340 -0.532
N 1.731 0.344 -1.074
C -0.329 -0.976 -0.984
O 0.349 -1.405 -2.161
H -1.889 -0.761 2.239
H -2.809 0.760 2.381
H -1.021 2.074 1.424
H 1.260 1.009 1.351
H 0.472 -0.574 1.416
H -0.179 1.233 -0.881
H 1.707 -0.170 -1.976
H 2.115 1.261 -1.304
H 2.381 -0.169 -0.476
H -1.380 -0.816 -1.197
H -0.253 -1.750 -0.221
H -0.096 -2.125 -2.612


No. 3
19
Properties=species:S:1:pos:R:3 method="wB97M-V/def2-TZVPD" spin_multiplicity=3 total_charge=+1 e_above_lowest_ev=2.194 orbital_gap_ev="6.68 / 10.01" e_lumo_ha="-0.119 / -0.225" s_squared=2.01
C -0.435 -0.377 -0.466
C 1.318 0.079 0.125
C 2.430 -0.596 -0.694
C -2.699 0.339 0.488
C -1.561 0.612 -0.548
N 0.319 -0.754 0.807
O 1.532 1.275 0.756
H -0.542 -1.234 -1.146
H 2.225 -1.081 -1.616
H 3.041 -1.418 -0.094
H 3.220 0.148 -1.035
H -2.122 0.298 1.450
H -3.120 -0.645 0.333
H -3.436 1.148 0.421
H -1.317 1.615 -0.252
H -1.894 0.579 -1.570
H 0.129 -0.195 1.692
H 0.711 -1.723 0.882
H 2.200 1.929 0.468


No. 4
19
Properties=species:S:1:pos:R:3 method="wB97M-V/def2-TZVPD" spin_multiplicity=2 total_charge=+2 e_above_lowest_ev=2.228 orbital_gap_ev="10.28 / 3.80" e_lumo_ha="-0.331 / -0.519" s_squared=0.76
C -1.115 -1.808 -1.952
C -1.028 -0.840 -0.812
C -2.081 -0.174 -0.259
N -1.941 0.497 1.059
H -2.031 -1.638 -2.491
H -0.305 -1.555 -2.664
H -0.999 -2.869 -1.676
H -0.079 -0.566 -0.510
H -3.092 -0.356 -0.520
H -0.919 0.669 1.132
H -2.448 1.389 1.094
H -2.266 -0.147 1.757
O 0.833 0.927 1.354
C 2.032 0.616 1.216
C 3.085 1.438 0.583
H 2.311 -0.438 1.484
H 3.297 0.970 -0.397
H 3.981 1.470 1.255
H 2.765 2.416 0.347


No. 5
20
Properties=species:S:1:pos:R:3 method="wB97M-V/def2-TZVPD" smiles=C[C@@H](CC[O-])NCO total_charge=-1 e_above_lowest_ev=3.207 orbital_gap_ev=5.54 e_lumo_ha=0.124
C 0.751 -1.217 0.354
C -0.543 -0.419 0.189
C -0.377 0.986 0.772
C -0.365 0.993 2.326
O -0.303 2.220 2.890
N -0.948 -0.305 -1.245
C -0.015 0.239 -2.163
O 0.824 -0.732 -2.840
H 0.785 -1.701 1.335
H 0.926 -2.009 -0.371
H 1.606 -0.546 0.294
H -1.371 -0.937 0.673
H 0.608 1.392 0.538
H -1.128 1.693 0.420
H 0.535 0.388 2.617
H -1.257 0.413 2.693
H -1.399 -1.149 -1.567
H 0.611 0.942 -1.619
H -0.539 0.688 -2.984
H 1.597 -0.939 -2.312


No. 6
20
Properties=species:S:1:pos:R:3 method="wB97M-V/def2-TZVPD" smiles="C[C@H](O)[N@@H+](C)/C=C/O" total_charge=+1 e_above_lowest_ev=2.763 orbital_gap_ev=10.81 e_lumo_ha=-0.107
C -2.156 -0.077 -0.901
C -0.973 -0.824 -0.280
O -1.228 -1.388 1.013
N 0.096 0.166 0.022
C -0.407 1.135 1.080
C 1.374 -0.301 0.288
C 2.453 0.113 -0.394
O 3.732 -0.236 -0.087
H -2.708 0.482 -0.209
H -1.713 0.606 -1.579
H -2.813 -0.648 -1.381
H -0.549 -1.498 -0.932
H -1.985 -2.076 0.919
H 0.261 0.572 -0.850
H -1.127 0.560 1.712
H 0.400 1.503 1.644
H -0.991 1.925 0.591
H 1.553 -0.914 1.241
H 2.282 0.889 -1.118
H 4.500 0.011 -0.781


No. 7
20
Properties=species:S:1:pos:R:3 method="wB97M-V/def2-TZVPD" total_charge=+1 e_above_lowest_ev=1.751 orbital_gap_ev=9.58 e_lumo_ha=-0.161
O -0.785 -1.807 -0.674
C -1.750 -1.193 -0.292
C -2.025 0.227 -0.693
C -0.910 1.097 -0.064
C 0.370 1.027 -0.937
C 2.361 -0.021 -0.132
N 1.244 -0.115 -0.722
H -2.425 -1.677 0.411
H -2.039 0.403 -1.758
H -2.926 0.546 -0.191
H -1.161 2.159 -0.054
H -0.662 0.785 0.950
H -0.049 1.054 -1.962
H 0.995 1.889 -1.224
H 3.070 -0.809 0.026
H 2.637 0.963 0.238
H 0.922 -1.015 -1.093
H 0.495 -1.735 2.810
H 1.531 -0.624 3.029
O 1.107 -1.156 2.334


No. 8
20
Properties=species:S:1:pos:R:3 method="wB97M-V/def2-TZVPD" smiles=C[N+]1(C)CO[C@@H](O)C1 total_charge=+1 e_above_lowest_ev=2.396 orbital_gap_ev=12.11 e_lumo_ha=-0.103
C 1.133 -0.368 1.204
N 0.417 -0.031 -0.083
C 1.364 -0.162 -1.137
C -0.142 1.406 0.054
O -1.277 1.313 0.815
C -1.934 0.125 0.554
O -3.048 0.311 -0.270
C -0.901 -0.739 -0.224
H 2.295 -0.065 1.053
H 0.755 0.278 2.003
H 1.078 -1.390 1.387
H 2.444 0.209 -0.973
H 1.633 -1.242 -1.377
H 1.150 0.528 -1.989
H 0.645 2.133 0.391
H -0.443 1.820 -0.897
H -2.221 -0.499 1.403
H -3.963 0.131 0.064
H -0.820 -1.775 0.181
H -1.088 -0.774 -1.258